# 1
The following is a DFT calculation (ωB97M-V/def2-TZVPD) of 2 unconnected molecules or ions with the total composition C5H14N2O at a distorted geometry.

Geometry as ORCA input:
```
! RIJCOSX wB97M-V def2-TZVPD def2/J DEFGRID3
* xyz 1 2
C 2.91 0.60 -0.48
C 1.73 1.17 -1.15
C 0.81 0.03 -1.61
C 0.13 -0.78 -0.41
N -0.86 -0.02 0.39
C -0.53 0.84 1.43
N -1.35 1.62 2.05
H 2.66 -0.13 0.37
H 3.53 -0.02 -1.18
H 3.54 1.41 -0.09
H 1.99 1.86 -2.00
H 1.25 1.77 -0.42
H 1.30 -0.79 -2.15
H 0.00 0.48 -2.14
H -0.37 -1.73 -0.81
H 1.04 -0.91 0.21
H -1.79 0.28 0.00
H 0.49 0.65 1.91
H -2.25 1.63 1.65
H -1.96 -2.21 0.46
H -2.91 -3.34 0.69
O -2.67 -2.67 -0.03
*
```

Output
HOMO (spin up / spin down): -15.274 / -15.283 eV
Kohn-Sham gap (spin up / spin down): 11.451 / 6.747 eV
Energy above the lowest of the compared OMol25 structures with the same formula, charge and spin: 217.2 kJ/mol

Löwdin population analysis, charges in e, atoms 1 to 6: number 1, C, carries -0.13; number 2, C, carries -0.27; number 3, C, carries -0.13; number 4, C, carries -0.12; number 5, N, carries 0.13; number 6, C, carries -0.18


# 2
The following is a DFT calculation (ωB97M-V/def2-TZVPD) of a molecular structure, C24H32N2O3 at a distorted geometry.

Geometry as ORCA input:
```
! RIJCOSX wB97M-V def2-TZVPD def2/J DEFGRID3
* xyz 0 1
C 6.02 0.57 -1.09
H 6.03 1.46 -0.57
H 6.29 0.93 -2.25
H 6.86 -0.05 -0.83
O 4.80 -0.36 -1.30
C 4.38 -0.78 0.10
O 5.03 -0.66 1.21
C 3.15 -1.43 -0.10
C 2.68 -2.04 1.09
C 1.58 -2.81 1.20
C 0.71 -2.67 0.07
C 1.11 -2.18 -1.22
C 2.43 -1.75 -1.25
H 2.77 -1.01 -2.01
H 0.62 -2.38 -2.15
C -0.67 -3.54 0.23
N -1.63 -2.73 0.49
C -1.61 -2.09 1.87
C -2.67 -1.03 2.01
N -2.89 0.02 1.26
C -1.83 0.94 1.23
H -1.47 0.89 2.47
C -2.27 2.51 1.29
H -2.70 2.66 0.41
H -3.08 2.72 1.70
C -1.02 3.37 1.55
C 0.11 2.85 0.71
C 0.13 3.45 -0.69
C 1.08 2.88 -1.34
C 2.29 2.25 -0.82
C 2.30 2.16 0.42
C 1.19 2.39 1.14
H 1.28 2.26 2.35
H 3.13 1.44 0.90
H 3.05 1.92 -1.51
H 1.17 3.31 -2.48
H -0.74 3.78 -1.27
H -0.84 3.28 2.88
H -1.44 4.42 1.40
H -1.10 0.93 0.69
C -2.90 -0.68 -0.04
C -1.93 -1.43 -0.31
H -2.05 -1.99 -1.49
H -0.93 -1.02 -0.58
C -3.31 0.53 -1.34
H -2.12 0.92 -1.50
H -3.85 1.08 -0.84
C -3.63 -0.23 -2.55
O -2.71 -0.63 -3.42
H -3.23 -0.97 -4.10
H -4.14 0.80 -3.22
H -4.56 -0.74 -2.43
H -3.69 -1.17 -0.26
H -2.65 -0.83 3.19
H -3.57 -1.79 2.10
H -1.53 -2.79 2.69
H -0.66 -1.53 1.88
H -0.93 -3.94 -0.81
H -0.60 -4.20 0.88
H 1.36 -3.26 2.41
H 3.40 -2.05 1.99
*
```

Output
HOMO: -8.017 eV
Kohn-Sham gap: 7.824 eV
Energy above the lowest of the compared OMol25 structures with the same formula, charge and spin: 2147.2 kJ/mol

Löwdin population analysis, charges in e, atoms 1 to 6: number 1, C, carries -0.04; number 2, H, carries 0.04; number 3, H, carries 0.14; number 4, H, carries 0.07; number 5, O, carries -0.13; number 6, C, carries -0.33


# 3
The following is a DFT calculation (ωB97M-V/def2-TZVPD) of 2 unconnected molecules or ions with the total composition C5H11N at a distorted geometry.

Geometry as ORCA input:
```
! RIJCOSX wB97M-V def2-TZVPD def2/J DEFGRID3
* xyz 0 1
C 3.33 -0.37 0.99
C 2.00 -0.26 1.25
H 3.81 -1.38 1.10
H 3.94 0.48 0.68
H 1.29 -1.10 1.41
H 1.49 0.72 1.12
C -1.25 -0.19 -2.01
C -1.87 0.65 -0.91
C -1.21 0.19 1.29
N -0.88 0.74 0.19
H -1.94 -0.48 -2.83
H -0.38 0.30 -2.44
H -0.85 -1.11 -1.57
H -2.82 0.19 -0.55
H -2.04 1.70 -1.31
H -2.17 -0.28 1.48
H -0.44 0.21 2.11
*
```

Output
HOMO: -9.655 eV
Kohn-Sham gap: 10.785 eV
SMILES string: C=NCC.C=C
Energy above the lowest of the compared OMol25 structures with the same formula, charge and spin: 204.2 kJ/mol

Löwdin population analysis, charges in e, atoms 1 to 6: number 1, C, carries -0.08; number 2, C, carries -0.11; number 3, H, carries 0.05; number 4, H, carries 0.04; number 5, H, carries 0.04; number 6, H, carries 0.03


# 4
The following is a DFT calculation (ωB97M-V/def2-TZVPD) of 2 unconnected molecules or ions with the total composition C4H6OS at a distorted geometry.

Geometry as ORCA input:
```
! RIJCOSX wB97M-V def2-TZVPD def2/J DEFGRID3
* xyz 0 1
C 2.03 -0.04 0.95
C 1.37 0.97 0.53
C -0.63 0.26 -0.52
C -1.09 -1.19 -0.55
O -2.57 1.78 -1.53
S -1.26 1.75 -0.87
H 2.93 0.08 1.55
H 1.68 -1.08 0.93
H 1.40 2.05 0.85
H -0.49 -1.94 -0.97
H -2.08 -1.18 -0.93
H -1.30 -1.45 0.57
*
```

Output
HOMO (spin up / spin down): -9.044 / -9.044 eV
Kohn-Sham gap (spin up / spin down): 8.961 / 8.960 eV
Energy above the lowest of the compared OMol25 structures with the same formula, charge and spin: 559.7 kJ/mol

Löwdin population analysis, charges in e, atoms 1 to 6: number 1, C, carries -0.11; number 2, C, carries -0.01; number 3, C, carries -0.41; number 4, C, carries -0.13; number 5, O, carries -0.59; number 6, S, carries 0.83


# 5
The following is a DFT calculation (ωB97M-V/def2-TZVPD) of 12 unconnected molecules or ions with the total composition C30H53ClN12O23S at a distorted geometry.

Geometry as ORCA input:
```
! RIJCOSX wB97M-V def2-TZVPD def2/J DEFGRID3
* xyz 0 1
C 9.75 0.91 0.76
C 9.58 -0.61 0.19
C 8.11 -0.65 -0.51
C 7.87 0.27 -1.76
C 6.47 0.25 -2.45
C 5.27 -0.61 -1.93
C 5.58 -1.48 -0.65
C 6.95 -1.53 0.06
S 4.11 -2.46 -0.02
C 2.73 -1.22 -0.26
C 1.61 -1.01 0.79
C 0.50 0.06 0.57
C -0.58 0.24 1.73
C -1.91 -0.63 1.55
O -2.64 -0.66 0.53
C 0.56 0.90 -0.74
C -0.57 2.01 -0.92
Cl -0.11 3.39 0.27
C -0.56 2.71 -2.39
C -1.32 1.74 -3.43
C 1.70 0.67 -1.80
C 2.84 -0.40 -1.61
N 3.93 -0.61 -2.58
H 10.29 0.92 1.77
H 10.21 1.63 -0.01
H 8.69 1.31 0.99
H 10.41 -0.92 -0.53
H 9.52 -1.27 1.13
H 8.75 0.92 -2.11
H 6.36 0.96 -3.35
H 7.12 -2.19 0.99
H 1.67 -1.66 1.74
H -0.07 -0.13 2.70
H -0.79 1.36 1.92
H -2.25 -1.24 2.47
H -1.63 1.63 -0.75
H 0.50 3.00 -2.71
H -1.21 3.65 -2.28
H -2.00 2.36 -4.12
H -1.98 1.03 -2.79
H -0.59 1.09 -4.02
H 1.74 1.30 -2.75
H 3.85 -1.58 -2.98
C -3.55 0.37 5.29
N -2.14 0.30 5.77
O -1.92 0.64 6.91
O -1.30 -0.10 4.97
H -4.17 0.74 6.10
H -3.57 1.06 4.44
H -3.85 -0.63 5.00
C 1.20 5.25 2.84
N 2.09 6.11 3.66
O 1.91 7.32 3.61
O 2.94 5.55 4.33
H 0.50 5.88 2.30
H 1.83 4.70 2.14
H 0.68 4.58 3.51
C -4.39 -0.94 -1.72
N -4.80 -1.06 -3.14
O -3.91 -1.19 -3.97
O -5.99 -1.03 -3.38
H -3.31 -0.99 -1.65
H -4.76 0.02 -1.35
H -4.85 -1.77 -1.17
C 4.58 -6.54 -2.70
N 4.59 -5.08 -2.40
O 4.06 -4.34 -3.22
O 5.11 -4.74 -1.36
H 4.08 -6.70 -3.65
H 5.61 -6.87 -2.75
H 4.04 -7.04 -1.89
C -4.03 3.52 1.00
N -3.82 3.22 2.44
O -2.95 3.85 3.03
O -4.53 2.36 2.94
H -3.33 4.30 0.70
H -3.85 2.60 0.44
H -5.06 3.85 0.88
C -8.40 -3.27 -2.58
N -8.21 -3.56 -1.14
O -7.34 -2.94 -0.55
O -8.93 -4.41 -0.65
H -7.68 -2.50 -2.88
H -8.22 -4.19 -3.13
H -9.42 -2.92 -2.72
C 0.20 -2.75 5.69
N 1.45 -3.34 5.16
O 1.75 -4.46 5.54
O 2.10 -2.65 4.39
H -0.27 -3.47 6.37
H 0.46 -1.84 6.23
H -0.45 -2.54 4.84
C 5.40 -8.74 -6.98
N 5.29 -8.46 -5.53
O 6.24 -7.91 -4.99
O 4.26 -8.81 -4.98
H 6.37 -8.38 -7.33
H 5.32 -9.82 -7.12
H 4.59 -8.21 -7.48
C -7.73 -0.38 5.25
N -6.83 0.48 6.08
O -7.00 1.69 6.02
O -5.99 -0.09 6.75
H -8.42 0.26 4.71
H -7.10 -0.94 4.56
H -8.27 -1.04 5.93
C -5.07 0.25 -6.85
N -5.18 0.15 -8.33
O -5.03 -0.95 -8.83
O -5.41 1.18 -8.94
H -4.86 -0.74 -6.44
H -4.25 0.94 -6.63
H -6.02 0.63 -6.48
C 0.11 9.79 3.35
N 0.10 11.25 3.65
O -0.42 11.99 2.83
O 0.63 11.60 4.70
H -0.39 9.63 2.40
H 1.14 9.47 3.31
H -0.43 9.29 4.16
*
```

Output
HOMO: -7.917 eV
Kohn-Sham gap: 7.331 eV
SMILES string: CCc1ccc2c(c1)Sc1cc(CC=O)c([C@@H](Cl)CC)cc1N2.C[N+](=O)[O-].C[N+](=O)[O-].C[N+](=O)[O-].C[N+](=O)[O-].C[N+](=O)[O-].C[N+](=O)[O-].C[N+](=O)[O-].C[N+](=O)[O-].C[N+](=O)[O-].C[N+](=O)[O-].C[N+](=O)[O-]

Löwdin population analysis, charges in e, atoms 1 to 6: number 1, C, carries -0.14; number 2, C, carries -0.21; number 3, C, carries -0.18; number 4, C, carries -0.03; number 5, C, carries 0.00; number 6, C, carries -0.20


# 6
The following is a DFT calculation (ωB97M-V/def2-TZVPD) of a molecular structure, C26H41KN6OS4 at a distorted geometry.

Geometry as ORCA input:
```
! RIJCOSX wB97M-V def2-TZVPD def2/J DEFGRID3
* xyz -2 1
K 0.94 -0.25 -1.05
C -1.49 0.31 -4.53
C -1.14 -1.15 -4.20
N -1.38 -1.52 -2.81
C -2.70 -2.07 -2.58
C -2.99 -2.11 -1.09
N -3.07 -0.75 -0.59
C -3.01 -0.65 0.86
C -3.11 0.80 1.33
C -1.80 1.58 1.22
N -1.23 1.57 -0.11
C -1.97 2.32 -1.11
C -1.08 2.71 -2.28
N -0.26 1.62 -2.79
C -0.37 1.31 -4.20
H -2.41 0.61 -4.01
H -1.69 0.38 -5.60
H -0.08 -1.31 -4.43
H -1.70 -1.81 -4.88
H -0.68 -2.22 -2.53
H -2.82 -3.07 -3.01
H -3.45 -1.42 -3.05
H -2.18 -2.69 -0.60
H -3.93 -2.63 -0.89
H -2.26 -0.26 -0.97
H -2.08 -1.09 1.27
H -3.85 -1.22 1.27
H -3.42 0.83 2.38
H -3.89 1.30 0.74
H -1.07 1.12 1.89
H -1.97 2.61 1.59
H -0.24 1.86 -0.10
H -2.40 3.24 -0.68
H -2.82 1.71 -1.46
H -0.44 3.54 -1.96
H -1.72 3.10 -3.08
H 0.70 1.75 -2.47
H 0.57 0.88 -4.55
H -0.54 2.23 -4.79
S 1.05 -3.52 -1.57
S 2.72 -3.37 -2.77
S 3.03 -1.43 -3.42
S 2.50 -1.16 -5.37
C -1.62 -4.51 3.40
C -1.51 -3.58 2.36
N -0.58 -2.66 2.30
C 0.35 -2.62 3.27
C 0.32 -3.50 4.37
C -0.70 -4.46 4.41
C 1.32 -3.39 5.40
C 2.30 -2.48 5.31
C 2.39 -1.59 4.19
C 3.42 -0.65 4.05
C 3.47 0.14 2.93
C 2.46 -0.01 1.96
N 1.47 -0.85 2.08
C 1.42 -1.65 3.17
H -2.41 -5.24 3.40
H -2.23 -3.58 1.55
H -0.74 -5.15 5.25
H 1.27 -4.07 6.24
H 3.06 -2.40 6.08
H 4.18 -0.58 4.82
H 4.27 0.86 2.78
H 2.46 0.61 1.06
C 3.62 3.00 0.51
C 2.32 3.14 -0.31
C 2.69 3.78 -1.66
C 1.39 4.12 0.46
O 1.71 1.93 -0.49
H 4.17 3.94 0.58
H 4.26 2.25 0.05
H 3.38 2.68 1.53
H 3.20 4.75 -1.54
H 1.80 3.94 -2.26
H 3.35 3.10 -2.21
H 1.87 5.09 0.64
H 1.12 3.68 1.42
H 0.47 4.28 -0.11
*
```

Output
HOMO: -0.050 eV
Kohn-Sham gap: 3.793 eV
Energy above the lowest of the compared OMol25 structures with the same formula, charge and spin: 3.8 kJ/mol

Löwdin population analysis, charges in e, atoms 1 to 6: number 1, K, carries 0.53; number 2, C, carries -0.18; number 3, C, carries -0.23; number 4, N, carries -0.09; number 5, C, carries -0.24; number 6, C, carries -0.24